Here is a structure of composition C13H18AuClIN2O2PS in a non-equilibrium geometry from the OMol25 dataset. Energies are from ωB97M-V/def2-TZVPD.

Properties
* gap between HOMO and LUMO (alpha / beta): 5.7 / 4.9 eV
* E: -2398.5318 Eh
* 2S+1: 3
* E_LUMO (alpha / beta): -0.3311 / -0.3637 Eh
* E_HOMO (alpha / beta): -14.8 / -14.8 eV
* charge: +2

Cartesian coordinates (Å):
H: 2.725 3.129 -2.342
H: -1.594 2.415 -1.619
H: 2.503 -3.056 3.946
C: 1.798 -0.057 -4.060
H: 1.536 -1.740 2.012
H: 0.915 -0.687 -4.249
H: -0.570 1.759 -3.782
C: -0.232 -0.980 0.298
H: 0.289 3.168 -3.015
H: 0.935 2.426 -4.544
C: 0.955 -2.021 2.873
C: -0.388 -1.689 2.902
H: 1.348 -2.956 6.136
H: 3.074 2.256 -3.938
H: 3.809 1.653 -2.346
H: -3.333 1.936 -1.922
C: -2.344 -0.702 2.222
C: 1.507 -2.629 4.005
C: -2.464 1.779 -1.224
C: 0.820 -2.637 5.218
N: -1.070 -0.970 1.933
H: 2.650 -0.737 -3.861
C: -0.524 -2.169 5.292
C: 2.932 2.144 -2.830
H: -3.415 -0.991 0.590
C: -1.881 0.390 -1.154
O: -0.334 -2.048 -0.190
H: -1.026 -2.061 6.267
S: -2.776 -1.064 3.891
H: -4.111 0.001 1.738
C: 0.408 2.231 -3.587
I: 2.443 -1.489 -1.170
C: -1.171 -1.810 4.099
Au: 0.048 1.120 0.254
Cl: 1.202 3.094 0.166
O: -2.201 -0.663 -1.542
N: -3.223 -0.143 1.234
H: -2.687 2.144 -0.189
P: 1.451 1.053 -2.570
H: 1.996 0.600 -4.940

Atoms 1-3, force components in eV/Å:
0.3676 -0.8255 -0.4086
-1.2861 -0.5933 0.5950
-0.0087 0.3145 0.1159

Here are the Mulliken charges for atoms 1 to 4, given in e: number 1, H, carries 0.366; number 2, H, carries 0.261; number 3, H, carries 0.415; number 4, C, carries -1.281

---

Here is a cluster of 2 separate species, C5H14 in total in a non-equilibrium geometry from the OMol25 dataset. Energies are from ωB97M-V/def2-TZVPD.

Properties
* gap between HOMO and LUMO: 12.0 eV
* SMILES string: CCC.CC
* E: -198.8477 Eh
* E_LUMO: 0.0412 Eh
* E_HOMO: -10.9 eV
* ΔE to the lowest compared entry with this formula, charge and spin: 26.0 kcal per mole
* charge: 0

Cartesian coordinates (Å):
H: 0.804 -2.522 2.194
C: 0.461 -1.662 1.615
H: -0.724 1.939 -2.916
H: -0.847 1.522 -1.225
H: -0.220 1.560 2.333
H: 1.382 -0.381 3.152
H: -0.529 -1.044 -2.777
H: 1.059 1.544 1.169
H: 0.939 -1.924 0.663
H: -0.548 0.539 1.029
H: 0.541 1.054 -1.817
C: 1.050 -0.348 2.109
H: -0.622 -1.624 1.563
H: -1.842 -0.482 -1.906
H: -1.631 0.075 -3.613
C: 0.293 0.919 1.614
C: -0.484 1.167 -2.197
C: -1.132 -0.146 -2.674
H: 2.051 -0.186 1.684

Atoms 1-3, force components in eV/Å:
-0.4002 0.1506 0.5404
1.1905 -0.3929 -0.1013
0.8424 0.3367 -0.0642

Here are the Mulliken charges for atoms 1 to 4, given in e: number 1, H, carries 0.321; number 2, C, carries -1.161; number 3, H, carries 0.320; number 4, H, carries 0.198

---

Here is the molecule C3H3N3OS in a non-equilibrium geometry from the OMol25 dataset. Energies are from ωB97M-V/def2-TZVPD.

Properties
* gap between HOMO and LUMO: 8.8 eV
* SMILES string: Oc1ncc(S)nn1
* E: -753.7290 Eh
* E_LUMO: -0.0164 Eh
* E_HOMO: -9.3 eV
* ΔE to the lowest compared entry with this formula, charge and spin: 77.7 kcal per mole
* charge: 0

Cartesian coordinates (Å):
O: -3.119 -0.060 0.437
C: 0.014 1.210 -0.241
N: -1.026 -1.159 -0.219
C: 0.987 0.090 -0.298
S: 2.680 0.045 0.249
N: -1.277 1.183 -0.183
C: -1.761 -0.059 0.023
N: 0.376 -1.092 -0.348
H: 2.842 -1.366 0.449
H: 0.530 2.146 0.016
H: -3.255 -0.986 0.403

Atoms 1-3, force components in eV/Å:
3.8269 0.3795 -1.2910
3.8233 0.7617 0.9829
-0.0288 0.7098 0.8061

Here are the Mulliken charges for atoms 1 to 4, given in e: number 1, O, carries -0.439; number 2, C, carries 0.063; number 3, N, carries -0.417; number 4, C, carries 0.441

---

Here is a cluster of 2 separate species, C5H6O3 in total in a non-equilibrium geometry from the OMol25 dataset. Energies are from ωB97M-V/def2-TZVPD.

Properties
* gap between HOMO and LUMO: 9.0 eV
* E: -419.5636 Eh
* E_LUMO: -0.0108 Eh
* E_HOMO: -9.3 eV
* ΔE to the lowest compared entry with this formula, charge and spin: 173.1 kcal per mole
* charge: 0

Cartesian coordinates (Å):
O: -0.522 -0.460 1.303
C: -1.549 -0.248 -0.746
C: 1.600 -0.199 0.101
C: 1.095 1.129 -0.209
O: -0.288 -1.342 -0.892
O: 2.837 -0.648 0.008
C: 0.411 -1.090 0.419
H: 0.599 -2.095 1.028
H: 1.857 1.842 -0.937
C: -1.657 0.126 0.490
H: -2.367 0.114 -1.471
H: -2.488 0.501 0.860
H: 0.797 1.524 0.938
H: -0.325 0.846 -0.892

Atoms 1-3, force components in eV/Å:
-3.0120 2.1167 -1.4540
0.8639 -2.0343 -1.9916
5.5260 -2.4226 -1.1454

Here are the Mulliken charges for atoms 1 to 4, given in e: number 1, O, carries -0.392; number 2, C, carries -0.347; number 3, C, carries 0.597; number 4, C, carries -0.858

---

Here is a structure of composition CHBrClNO2 in a non-equilibrium geometry from the OMol25 dataset. Energies are from ωB97M-V/def2-TZVPD.

Properties
* gap between HOMO and LUMO (alpha / beta): 10.2 / 5.9 eV
* E: -3277.9449 Eh
* E_LUMO (alpha / beta): -0.0183 / -0.0847 Eh
* E_HOMO (alpha / beta): -10.7 / -8.2 eV
* ΔE to the lowest compared entry with this formula, charge and spin: 50.2 kcal per mole
* charge: 0

Cartesian coordinates (Å):
C: -0.714 0.048 0.735
O: -1.058 -3.611 0.010
O: -2.283 -1.864 -0.325
Br: -1.689 1.323 -0.272
H: -0.312 -0.899 0.214
N: -2.018 -2.935 0.152
Cl: -0.948 0.233 2.352

Atoms 1-3, force components in eV/Å:
0.4346 -0.5747 -2.2919
0.0814 -0.4687 0.3889
-0.6082 -0.9540 0.5194

Here are the Mulliken charges for atoms 1 to 4, given in e: number 1, C, carries -0.193; number 2, O, carries -0.334; number 3, O, carries -0.316; number 4, Br, carries -0.083

---

Here is the molecule C22H20N2O2S2 from the OMol25 dataset. Energies are from ωB97M-V/def2-TZVPD.

Properties
* gap between HOMO and LUMO: 8.5 eV
* SMILES string: Cc1ccc(C(=O)CSc2cc(C)nc(SCC(=O)c3ccccc3)n2)cc1
* E: -1906.7443 Eh
* E_LUMO: 0.0047 Eh
* E_HOMO: -8.3 eV
* ΔE to the lowest compared entry with this formula, charge and spin: 0.0 kcal per mole
* charge: 0

Cartesian coordinates (Å):
C: 2.458 -1.505 -0.069
C: 0.445 -1.385 -1.470
C: 2.346 2.136 -0.888
C: -3.969 1.226 0.637
C: 1.540 1.994 0.243
O: -0.605 1.917 1.213
S: -2.333 2.745 -0.926
H: -4.484 2.138 0.884
H: 1.910 2.313 -1.857
C: -5.430 -0.132 2.178
H: 6.177 0.900 -0.179
H: -5.601 -1.183 2.393
C: 1.106 -3.489 -0.228
N: -2.238 0.123 -0.568
H: -5.164 0.383 3.100
H: 1.803 -5.171 0.883
C: -2.680 -0.987 -0.008
C: 3.328 -2.159 0.780
C: 1.330 -2.156 -0.574
H: 4.333 2.120 -1.660
H: 0.252 -4.024 -0.614
C: -0.569 2.376 -1.127
C: 5.814 1.636 0.537
H: -0.131 3.252 -1.601
H: -0.723 -2.898 -2.450
H: -6.339 0.319 1.787
H: 1.519 1.626 2.343
C: 0.065 2.085 0.219
S: -1.930 -2.501 -0.458
H: -0.451 1.500 -1.768
H: 6.124 1.340 1.536
H: -1.448 -1.265 -2.451
N: -3.664 -1.108 0.863
C: 3.520 1.625 1.574
C: 2.149 1.738 1.473
C: -4.319 0.001 1.191
H: 3.767 -3.994 1.794
H: 3.972 1.425 2.535
C: 3.090 -3.479 1.128
H: 6.285 2.590 0.298
C: -2.878 1.235 -0.225
H: 2.630 -0.480 -0.356
C: 1.984 -4.140 0.618
C: 3.717 2.018 -0.778
O: 0.765 -0.301 -1.912
C: -0.884 -1.991 -1.866
C: 4.325 1.761 0.449
H: 4.190 -1.638 1.169

Atoms 1-3, force components in eV/Å:
-0.2077 -0.0283 -0.0980
-0.3844 0.1050 -0.3473
-0.1663 0.0165 0.2195

Here are the Mulliken charges for atoms 1 to 4, given in e: number 1, C, carries -0.097; number 2, C, carries 0.730; number 3, C, carries -0.332; number 4, C, carries -0.928

---

Repeat the fourth record exactly.
Here is a cluster of 2 separate species, C5H6O3 in total in a non-equilibrium geometry from the OMol25 dataset. Energies are from ωB97M-V/def2-TZVPD.

Properties
* gap between HOMO and LUMO: 9.0 eV
* E: -419.5636 Eh
* E_LUMO: -0.0108 Eh
* E_HOMO: -9.3 eV
* ΔE to the lowest compared entry with this formula, charge and spin: 173.1 kcal per mole
* charge: 0

Cartesian coordinates (Å):
O: -0.522 -0.460 1.303
C: -1.549 -0.248 -0.746
C: 1.600 -0.199 0.101
C: 1.095 1.129 -0.209
O: -0.288 -1.342 -0.892
O: 2.837 -0.648 0.008
C: 0.411 -1.090 0.419
H: 0.599 -2.095 1.028
H: 1.857 1.842 -0.937
C: -1.657 0.126 0.490
H: -2.367 0.114 -1.471
H: -2.488 0.501 0.860
H: 0.797 1.524 0.938
H: -0.325 0.846 -0.892

Atoms 1-3, force components in eV/Å:
-3.0120 2.1167 -1.4540
0.8639 -2.0343 -1.9916
5.5260 -2.4226 -1.1454

Here are the Mulliken charges for atoms 1 to 4, given in e: number 1, O, carries -0.392; number 2, C, carries -0.347; number 3, C, carries 0.597; number 4, C, carries -0.858